A 2-piece molecular cluster, C4H13N2O2 overall in a non-equilibrium geometry, computed with ωB97M-V/def2-TZVPD.

The value obtained for the LUMO energy is 3.908 eV. Its charge is -1. The energy above the lowest of the compared OMol25 structures with the same formula, charge and spin is 1.129 eV.

Last columns: bonded neighbours and bond lengths (Å).
Positions of all 21 atoms, in Å:
1 C -0.05 0.37 0.61  N2 1.456, C5 1.523, H8 1.096, H9 1.101
2 N 0.28 -0.31 -0.63  C1 1.456, C3 1.495, H10 1.014
3 C 1.35 -1.36 -0.55  N2 1.495, O4 1.359, H11 1.130, H12 1.122
4 O 1.21 -2.32 0.40  C3 1.359
5 C -0.52 1.80 0.37  C1 1.523, N6 1.471, H13 1.121, H14 1.132
6 N -1.36 2.06 -0.80  C5 1.471, C7 1.476, H15 1.012
7 C -0.60 2.41 -2.02  N6 1.476, H16 1.077, H17 1.079, H18 1.100
8 H -0.73 -0.20 1.25  C1 1.096
9 H 0.88 0.32 1.19  C1 1.101
10 H -0.52 -0.81 -0.98  N2 1.014
11 H 1.39 -1.82 -1.58  C3 1.130
12 H 2.26 -0.75 -0.29  C3 1.122
13 H -1.13 2.24 1.21  C5 1.121
14 H 0.37 2.50 0.40  C5 1.132
15 H -1.94 1.24 -0.92  N6 1.012
16 H -1.23 2.30 -2.89  C7 1.077
17 H -0.17 3.39 -1.92  C7 1.079
18 H 0.16 1.62 -2.14  C7 1.100
19 H 0.16 -2.40 1.47  O21 1.058
20 H 0.29 -2.72 3.00  O21 0.960
21 O -0.34 -2.33 2.40  H19 1.058, H20 0.960